Entry 1:
A structure of composition C17H40F15HfO30S6 at a distorted geometry, computed with ωB97M-V/def2-TZVPD.

Summary:
Kohn-Sham gap = 4.59 eV
M = 1380.34 u
Spin multiplicity = 1
Total charge = -3

```
109
Properties=species:S:1:pos:R:3:forces:R:3:lowdin_charge:R:1
Hf 0.9679 0.7129 0.9257 -0.9 -2.3 -1.2 2.113
C 2.5899 -2.7489 -1.9694 -1.0 1.1 3.2 -0.648
F 2.2375 -4.0140 -2.1624 1.2 0.2 -1.3 0.126
F 3.6740 -2.2727 -2.5785 0.4 -1.2 -0.8 0.120
F 1.6003 -1.9595 -2.3543 -0.9 0.1 -0.8 0.120
S 2.8047 -2.5562 -0.0776 -0.5 -2.3 3.6 0.628
O 4.2518 -2.4871 0.0757 -0.4 0.7 -0.8 -0.331
O 2.1050 -1.2591 0.2423 0.5 -0.4 -0.7 -0.453
O 2.2397 -3.7541 0.6336 1.2 3.7 -3.3 -0.311
C 3.9568 -2.3035 5.3305 0.1 -0.6 -1.9 -0.593
F 2.7196 -2.1182 5.7981 0.9 0.4 0.4 0.107
F 4.7764 -1.2323 5.5921 -0.8 -0.5 0.5 0.051
F 4.4907 -3.3778 5.9697 -0.2 0.6 -0.1 0.078
S 3.8452 -2.5220 3.4025 -2.9 -2.8 -4.2 0.560
O 3.0353 -1.3182 3.0104 2.4 -0.6 1.6 -0.377
O 5.1818 -2.6728 2.8434 0.6 1.7 1.8 -0.348
O 3.0838 -3.7337 2.9923 1.6 1.9 3.3 -0.324
C -0.9599 4.8848 -0.9769 1.9 -3.0 -0.4 -0.595
F -1.8982 5.4775 -1.6761 -0.2 0.9 0.1 0.139
F 0.2907 5.3835 -1.3720 -1.9 -0.3 0.7 0.052
F -1.1021 5.0494 0.3354 0.1 1.0 -0.4 0.116
S -1.2057 2.9683 -1.3027 -0.4 -1.3 0.9 0.600
O -0.2065 2.1998 -0.4607 -1.3 2.1 -2.1 -0.435
O -2.5578 2.7780 -0.7916 0.8 0.5 -0.2 -0.303
O -1.1501 2.8799 -2.7690 0.9 0.2 1.6 -0.331
C -1.9312 -2.4336 3.1359 3.6 0.5 -1.4 -0.664
F -2.2581 -3.6581 3.4787 -0.9 -0.7 0.1 0.141
F -2.4243 -2.1006 1.9381 -0.7 -0.3 0.2 0.117
F -2.3747 -1.5876 4.0333 -0.9 0.6 0.9 0.124
S 0.0157 -2.3177 3.0393 1.9 -2.5 -0.2 0.580
O 0.3907 -1.8204 4.3617 -0.7 0.4 0.1 -0.345
O 0.5491 -3.6482 2.7304 -2.5 2.4 0.8 -0.278
O 0.2801 -1.3317 1.9866 -0.7 0.9 -0.4 -0.419
C -2.4249 -5.3733 -0.4400 3.8 2.0 -0.7 -0.610
F -3.2101 -5.0792 -1.4925 -1.1 -1.0 0.3 0.083
F -2.9307 -4.8841 0.6842 -1.0 -0.9 0.0 0.122
F -2.1389 -6.7056 -0.3532 -1.3 1.3 -0.1 0.096
S -0.7716 -4.3860 -0.7187 4.3 -4.0 4.2 0.492
O -0.9953 -2.9915 -0.5049 -2.0 1.5 -0.7 -0.299
O 0.0847 -4.9378 0.3522 -2.9 0.0 -1.5 -0.319
O -0.2514 -4.7796 -1.9930 -1.3 0.0 -2.2 -0.315
C -2.1595 3.3816 2.7292 1.4 0.2 -0.5 -0.084
C -1.9918 1.8426 2.9638 1.0 -0.2 -2.4 -0.496
C -3.4011 1.2592 2.9099 -0.1 -0.6 0.3 -0.077
O -1.1387 1.1868 1.9841 0.5 1.0 0.3 -0.359
H -1.2073 3.9012 2.6225 0.7 -0.4 0.1 0.037
H -2.6099 3.9778 3.5228 -0.7 -0.4 0.2 0.053
H -2.5763 3.6254 1.7520 -0.7 -0.4 0.1 0.055
H -1.5738 1.6799 3.9572 0.1 0.0 0.5 0.108
H -3.4402 0.2049 3.1839 0.3 0.1 0.1 0.049
H -3.8809 1.3153 1.9329 0.3 0.4 -0.2 0.069
H -4.0161 1.8024 3.6274 -0.3 0.1 0.1 0.061
C 2.0108 1.4378 -3.5010 0.9 0.2 0.0 -0.062
C 2.8354 1.7722 -2.2340 -2.5 0.4 1.0 -0.549
C 2.7815 3.2841 -1.9834 0.9 0.7 -0.9 -0.077
O 2.2286 1.1757 -1.1434 -0.8 -0.7 2.0 -0.336
H 2.2614 0.4131 -3.7753 -0.7 -0.1 0.0 0.066
H 2.2782 2.0578 -4.3566 0.4 0.3 -0.3 0.060
H 0.9541 1.6516 -3.3404 0.1 -0.5 0.3 0.044
H 3.8525 1.3995 -2.3547 0.5 0.1 -0.1 0.118
H 1.8174 3.7497 -2.1876 -0.3 -0.5 0.5 0.054
H 3.4188 3.8385 -2.6724 0.6 0.1 -0.4 0.053
H 3.1631 3.5344 -0.9935 -0.2 -0.2 0.3 0.038
O -1.0442 -0.1108 -2.8955 -0.6 -0.2 -4.1 -0.287
S -1.1434 -0.3002 -4.3659 0.4 -1.5 1.7 0.713
O 0.0410 -0.5654 -5.1543 -0.8 0.8 0.6 -0.280
O -2.1165 -1.6070 -4.6127 -0.7 3.5 -0.1 -0.265
C -1.4583 -2.8302 -4.4974 0.5 -1.4 0.3 -0.296
C -2.5222 -3.8806 -4.3629 -1.0 -0.1 1.1 -0.065
C -2.1763 0.9920 -5.0445 -0.1 -0.2 0.5 -0.095
H -0.9228 -2.8257 -3.5481 0.7 -0.3 -0.3 0.107
H -0.8400 -2.9334 -5.3891 0.4 -0.3 0.3 0.118
H -3.0958 -3.6298 -3.4706 -0.1 0.3 0.1 0.054
H -2.1545 -4.8600 -4.0569 0.4 0.0 -0.7 0.078
H -3.2934 -3.8904 -5.1331 0.4 -0.2 -0.5 0.075
H -1.7784 1.9563 -4.7283 0.2 -0.2 0.3 0.049
H -3.1239 0.8212 -4.5336 -0.1 0.2 -0.2 0.067
H -2.2897 0.9861 -6.1286 0.2 -0.5 0.1 0.071
O 1.3093 0.6751 3.3506 0.1 1.2 -0.3 -0.117
H 1.4536 -0.1013 3.8915 0.0 -1.5 -0.2 0.026
H 1.1399 1.3771 3.9788 -0.3 0.4 -0.3 0.030
O 4.9923 2.7794 1.0606 0.5 0.5 -0.2 -0.001
H 4.5887 3.6171 1.2876 -0.3 0.3 0.0 0.031
H 5.5824 2.5916 1.7905 0.3 -0.2 0.2 0.069
O 1.6198 3.3028 4.5236 0.0 0.3 0.0 -0.022
H 1.0695 3.5424 5.2693 -0.4 0.1 0.1 0.063
H 2.4515 3.0358 4.9150 0.4 -0.3 0.0 0.066
O 3.2293 0.9503 1.4940 -0.8 -0.1 0.2 -0.130
H 3.7845 0.2535 1.8442 -0.4 -1.4 0.3 0.058
H 3.8219 1.6927 1.3757 -0.2 0.5 -0.7 -0.013
O 1.4805 3.0159 1.6944 -0.5 -1.1 -0.2 -0.091
H 1.4019 3.3100 2.6019 -0.2 -0.3 0.5 0.018
H 1.9255 3.7354 1.2466 0.0 0.1 -0.6 -0.003
O 2.6640 5.2143 1.0642 0.6 0.5 0.0 -0.016
H 3.2991 5.4356 0.3832 0.0 -0.1 -0.6 0.061
H 2.7217 5.9364 1.6899 -0.2 0.2 0.3 0.067
O -0.3863 -0.5226 -0.5280 0.4 2.3 1.3 -0.123
H -0.7025 -0.0800 -1.3156 0.3 0.4 -0.1 -0.012
H -0.5481 -1.4515 -0.6934 0.3 -1.4 0.6 -0.005
C -4.0500 -0.3944 -0.5932 0.9 -0.4 0.2 -0.098
C -3.7977 -1.6493 -1.3960 1.4 -0.3 0.1 -0.101
O -4.5949 -1.4751 -2.5651 -0.4 -1.1 -0.9 0.080
C -5.1874 -0.3019 -2.5429 -1.6 0.8 0.2 -0.625
O -5.9569 0.1721 -3.3477 0.6 -0.7 -0.5 0.095
O -4.9560 0.3161 -1.4041 -0.3 1.3 0.7 0.081
H -3.1303 0.1834 -0.5021 -0.2 0.1 0.6 0.120
H -4.5111 -0.6817 0.3518 0.1 0.6 0.1 0.131
H -4.0143 -2.5356 -0.7997 -0.4 -0.2 -0.6 0.127
H -2.7682 -1.7265 -1.7458 0.0 -0.1 0.2 0.100
```
Forces are in eV/Å.

=====

Entry 2:
A structure of composition C17H40NP3STi at a distorted geometry, computed with ωB97M-V/def2-TZVPD.

Summary:
Kohn-Sham gap (alpha / beta) = 6.08 / 5.30 eV
M = 431.37 u
⟨S²⟩ = 0.780
Spin multiplicity = 2
Energy above the lowest of the compared OMol25 structures with the same formula, charge and spin = 146.16 kJ/mol
Total charge = +3

```
63
Properties=species:S:1:pos:R:3:forces:R:3:lowdin_charge:R:1
Ti 0.6216 -0.0558 -1.6323 -2.5 -2.3 3.1 0.660
P 2.1447 1.0944 -0.0072 1.7 1.6 0.9 0.772
P -0.8789 -0.0109 0.9623 -0.9 -0.3 0.8 0.791
P -0.9187 1.7711 -1.8327 -0.9 1.7 -0.2 0.712
H 1.9869 -1.1612 -4.3998 -1.1 0.8 1.1 0.097
C 1.6148 -0.3390 -3.7139 2.7 -0.6 -2.5 -0.154
C 2.3063 -0.2795 -2.4812 2.7 -0.1 -1.1 -0.363
H 3.0073 -1.0672 -2.1776 -0.4 0.0 -0.2 0.122
C 3.2792 -0.0209 0.8911 0.2 -0.4 0.1 -0.206
C 1.7731 2.2396 1.3719 -0.3 0.0 0.1 -0.228
C 3.2925 2.2518 -0.9074 -0.1 -0.3 -0.5 -0.204
C -2.3714 -1.0750 0.7739 -0.2 0.0 -0.6 -0.239
C -0.1353 -0.8499 2.4332 0.5 0.1 -0.1 -0.233
C -1.6387 1.4437 1.8219 0.2 0.3 -0.1 -0.245
C -0.7444 2.2940 -3.5458 0.4 -0.8 -0.9 -0.233
C -0.6736 3.3168 -0.9082 0.2 0.2 0.3 -0.208
C -2.6877 1.4540 -1.6515 -0.6 -0.4 0.1 -0.216
H 1.4846 0.5438 -4.3686 -0.4 -0.3 0.9 0.073
H 2.7433 0.6893 -2.2910 0.0 0.3 -0.3 0.016
H 3.7066 -0.7917 0.2412 0.0 0.1 0.1 0.058
H 2.7685 -0.5167 1.7382 0.3 0.3 -0.5 0.047
H 4.1039 0.6040 1.2987 -0.5 -0.4 -0.3 0.092
H 1.3024 1.7254 2.2165 0.1 0.1 -0.1 0.046
H 1.1300 3.0606 1.0507 0.2 -0.1 0.1 0.036
H 2.7465 2.6496 1.7013 -0.5 -0.2 -0.1 0.087
H 3.8385 1.7925 -1.7483 0.0 0.2 0.5 0.063
H 4.0482 2.6404 -0.2152 -0.3 0.0 -0.1 0.081
H 2.6947 3.0737 -1.3328 0.3 -0.1 0.2 0.067
H -3.1989 -0.7059 1.4008 0.3 -0.1 -0.2 0.079
H -2.1294 -2.0984 1.0783 -0.1 0.1 -0.1 0.054
H -2.7099 -1.0932 -0.2759 0.0 -0.1 0.5 0.030
H -0.6189 -0.4824 3.3544 0.2 -0.2 -0.4 0.080
H 0.9427 -0.6596 2.5074 -0.3 -0.1 0.2 0.015
H -0.3036 -1.9318 2.3646 0.1 0.2 0.1 0.059
H -2.1069 1.0966 2.7577 0.2 0.0 -0.4 0.080
H -2.4077 1.9300 1.2121 0.2 -0.1 0.2 0.035
H -0.8759 2.1886 2.0791 -0.3 -0.2 0.0 0.038
H -1.1187 3.3091 -3.6117 0.0 0.2 -0.4 0.071
H -1.3046 1.6060 -4.2188 0.2 0.5 0.4 0.057
H 0.3120 2.2278 -3.8767 -0.6 0.5 0.2 0.051
H -1.2235 4.0928 -1.4664 0.2 -0.2 0.3 0.087
H 0.3913 3.5917 -0.8510 -0.5 0.0 -0.2 0.043
H -1.0819 3.2448 0.1132 0.2 0.1 -0.5 0.040
H -3.2153 2.1882 -2.2876 0.1 -0.3 0.3 0.093
H -3.0171 1.5781 -0.6018 0.2 -0.1 -0.7 0.046
H -2.9467 0.4318 -1.9853 0.0 0.5 0.0 0.059
C -0.7965 -2.4840 -4.2643 -1.6 0.6 0.8 -0.577
C -2.1588 -2.8170 -3.9826 1.7 0.0 0.0 -0.090
C -2.4234 -4.0290 -3.3811 -0.3 -0.5 -0.2 -0.054
C -1.3958 -4.9341 -3.1001 1.0 -0.3 0.5 -0.036
C -0.0617 -4.5246 -3.1847 -0.3 0.9 -0.6 -0.060
C 0.2233 -3.2618 -3.7478 0.3 -0.1 0.2 -0.146
S -0.5152 -1.0757 -5.3494 -0.3 0.1 1.0 0.887
H -0.8115 -1.8060 -6.3852 -0.1 -0.4 -1.3 -0.084
H -2.9079 -2.1066 -4.2672 -0.5 0.0 -0.2 0.101
H -3.4451 -4.3399 -3.2092 -0.1 0.1 0.0 0.124
H -1.5708 -5.9681 -2.7703 -0.3 0.6 -0.1 0.134
H 0.7773 -5.1555 -2.9325 -0.1 -0.3 0.2 0.117
H 1.2273 -2.8360 -3.8186 -0.1 -0.9 -0.2 0.080
N 0.8106 -2.0782 -0.7503 0.4 -0.6 -0.3 0.038
H 1.5414 -2.6957 -1.1879 -1.0 0.7 0.4 0.112
H -0.0945 -2.5522 -0.8824 0.4 -0.2 0.0 0.083
H 1.0120 -2.0992 0.2570 -0.1 0.0 -0.3 0.062
```
Forces are in eV/Å.

=====

What is the spin multiplicity in the second record? 2

=====

Look up the total charge of the first one. -3

=====

The lowest spin multiplicity belongs to which entry? C17H40F15HfO30S6